This record from the Open Molecules 2025 dataset describes 2 unconnected molecules or ions with the total composition C11H12ClFOS in a non-equilibrium geometry. The level of theory is the ωB97M-V functional and the def2-TZVPD basis.

ORCA input file:
```
! wB97M-V def2-TZVPD RIJCOSX def2/J DEFGRID3
* xyz 0 1
C 3.309 2.356 0.197
C 3.829 1.073 0.197
C 1.965 2.559 -0.074
C 3.005 -0.013 -0.034
C 1.140 1.480 -0.331
C 1.649 0.186 -0.282
C 0.756 -0.962 -0.572
C -3.428 -1.761 -0.044
C -2.981 0.736 0.068
C -2.379 -0.663 0.067
C 0.851 -2.096 0.307
O -0.062 -0.964 -1.497
F 1.697 -2.128 1.330
S -1.307 -0.896 1.475
Cl 0.194 -3.605 -0.088
H 3.949 3.202 0.401
H 4.882 0.914 0.379
H 1.563 3.561 -0.088
H 3.420 -1.009 -0.045
H 0.097 1.624 -0.562
H -4.116 -1.714 0.798
H -3.994 -1.640 -0.965
H -2.957 -2.741 -0.052
H -2.205 1.493 0.167
H -3.674 0.846 0.903
H -3.524 0.908 -0.858
H -1.679 -0.745 -0.799
*
```

Calculated values
HOMO level = -8.74 eV
HOMO-LUMO gap = 6.7745 eV
Calculated total energy = -1459.75522 a.u.
Energy relative to the best compared isomer or geometry (same formula, charge and spin) = 39.0 kJ/mol

Let us look at the natural (NBO) charges, expressed in e, one per atom: -0.194 -0.210 -0.198 -0.203 -0.185 -0.060 0.354 -0.609 -0.607 -0.410 0.369 -0.552 -0.291 0.046 0.113 0.216 0.217 0.216 0.214 0.224 0.206 0.207 0.218 0.214 0.206 0.211 0.286



This record from the Open Molecules 2025 dataset describes a molecular structure, C11H12F15NaO21S5 in a non-equilibrium geometry. The level of theory is the ωB97M-V functional and the def2-TZVPD basis.

ORCA input file:
```
! wB97M-V def2-TZVPD RIJCOSX def2/J DEFGRID3
* xyz -4 1
Na -1.108 0.270 0.368
C 0.053 4.751 -1.828
F 1.055 4.751 -0.948
F -0.165 6.009 -2.241
F 0.407 4.023 -2.899
S -1.509 3.935 -1.028
O -2.469 4.131 -2.085
O -1.092 2.560 -0.752
O -1.701 4.684 0.188
C -0.687 -3.180 3.964
F -0.147 -4.137 3.211
F -1.411 -3.775 4.939
F 0.264 -2.462 4.564
S -1.840 -2.026 3.005
O -1.061 -1.705 1.813
O -3.075 -2.744 2.711
O -2.054 -0.993 4.025
C 2.765 1.097 3.146
F 2.724 -0.189 3.471
F 3.589 1.762 3.961
F 3.312 1.107 1.908
S 1.085 1.961 3.023
O 0.558 1.965 4.382
O 1.430 3.212 2.388
O 0.323 1.073 2.128
C -5.239 0.699 -1.154
F -5.382 -0.585 -1.384
F -4.255 1.182 -1.958
F -6.352 1.353 -1.510
S -4.660 1.208 0.610
O -3.544 0.363 0.985
O -4.412 2.646 0.525
O -5.864 0.882 1.397
C -1.318 -3.614 -2.071
F -1.592 -4.904 -1.900
F -0.330 -3.328 -1.198
F -0.829 -3.361 -3.290
S -2.801 -2.448 -1.739
O -3.633 -3.318 -0.919
O -2.266 -1.272 -1.068
O -3.339 -2.224 -3.057
C 3.133 2.324 -0.968
O 2.306 2.139 -2.106
C 1.491 1.094 -2.105
O 1.316 0.324 -1.207
O 0.747 1.184 -3.195
C -0.439 0.422 -3.263
H 2.495 2.380 -0.088
H 3.815 3.161 -1.063
H 3.720 1.408 -0.834
H -1.217 0.834 -2.605
H -0.368 -0.558 -2.781
H -0.874 0.418 -4.257
C 1.849 -2.119 1.170
O 2.872 -2.011 0.205
C 3.559 -3.068 -0.199
O 3.291 -4.201 0.044
O 4.532 -2.643 -1.034
C 4.913 -1.270 -0.960
H 2.064 -2.101 2.243
H 1.282 -3.050 1.089
H 1.107 -1.338 1.032
H 5.984 -1.130 -1.093
H 4.603 -0.874 0.006
H 4.389 -0.683 -1.713
*
```

Calculated values
HOMO level = 1.04 eV
HOMO-LUMO gap = 5.8265 eV
Calculated total energy = -5657.72778 a.u.
Energy relative to the best compared isomer or geometry (same formula, charge and spin) = 0.0 kJ/mol

Let us look at the natural (NBO) charges, expressed in e, one per atom: 0.900 0.687 -0.336 -0.356 -0.342 2.360 -0.993 -1.023 -0.977 0.687 -0.338 -0.357 -0.332 2.331 -1.022 -0.971 -0.975 0.687 -0.328 -0.348 -0.356 2.337 -0.976 -0.984 -1.011 0.711 -0.311 -0.343 -0.353 2.316 -0.981 -0.975 -1.044 0.689 -0.334 -0.337 -0.347 2.342 -0.984 -0.992 -1.015 -0.261 -0.509 0.997 -0.646 -0.505 -0.297 0.248 0.173 0.161 0.239 0.215 0.182 -0.296 -0.511 0.995 -0.628 -0.535 -0.263 0.195 0.209 0.255 0.158 0.225 0.190



The lowest HOMO level belongs to which entry? C11H12ClFOS